No. 1
Below is a molecular structure, C25H40B4N6O8 in a non-equilibrium geometry, with properties calculated with ωB97M-V/def2-TZVPD.

Structure (XYZ):
```
83
Properties=species:S:1:pos:R:3:mulliken_charge:R:1
H 5.433 -1.105 -3.303 0.3824
H 5.556 2.077 3.199 0.3893
H -3.925 -0.499 1.377 0.5406
H 10.183 -3.812 0.634 0.1771
H 0.287 -4.686 -1.174 0.1023
C -4.357 2.525 0.266 -1.2904
H 3.098 -1.679 -2.070 -0.2395
C 4.455 -3.176 -1.341 -0.8411
B 0.220 -2.705 0.291 0.3311
C 8.263 -3.182 -1.819 0.2897
O 4.756 -1.794 -3.264 -0.5875
H -0.425 0.028 1.565 -0.1650
H -5.569 3.482 1.808 0.4734
C 4.716 -0.696 -1.127 -1.7862
H 11.532 -3.538 -1.455 0.3805
C 4.166 -1.827 -1.959 1.2108
C -4.971 1.343 2.076 -0.6548
C 10.460 -3.449 -1.427 -0.4515
H 4.309 -0.071 2.883 0.2044
H 3.738 4.072 3.008 0.3907
H -6.996 5.777 4.302 0.2027
N 3.862 0.827 2.860 0.0092
N -7.382 3.330 -3.101 0.0100
H -6.528 2.318 6.608 0.3893
C -6.805 2.988 5.812 -0.4310
N -3.856 1.256 0.165 0.2965
H -5.408 1.065 3.020 0.4593
N -7.050 4.821 4.599 0.0070
H -8.075 2.614 -2.989 0.1878
C -6.393 5.210 -3.717 -0.5919
C 4.495 2.028 3.025 -0.5001
O -2.730 -1.057 -3.857 -0.5591
C 1.106 -4.730 -0.464 -0.3874
C -7.505 2.657 4.620 -0.2859
B -1.567 -1.631 -3.392 0.8129
H -6.214 6.173 -4.164 0.3867
H -1.102 -3.523 -3.055 0.2834
H 1.852 0.207 2.510 0.4476
H 3.756 -4.099 0.300 0.2217
O 0.916 -3.808 0.620 -0.5630
H 2.953 -5.510 -1.189 0.5052
H -7.866 1.685 4.330 0.4898
H 2.300 -4.166 -2.178 0.3520
H -3.301 0.908 -0.596 0.1784
H 9.785 -3.015 -3.454 0.3895
C -7.557 4.494 -3.799 -0.4492
H 1.066 -5.713 -0.015 0.4348
C 3.552 3.015 2.924 -0.5445
O -1.365 -0.591 -0.384 0.4152
C -7.642 3.809 3.894 -0.6876
C -5.480 4.446 -2.940 -0.2203
O 0.417 -2.084 -0.940 0.1057
C 2.464 -4.539 -1.177 -0.7706
H -5.791 2.451 -1.992 0.4142
O -0.707 -0.856 -2.636 -0.4328
H -4.470 4.715 -2.680 0.4088
C 2.301 2.384 2.691 -0.3050
H 7.718 -3.527 0.317 0.3407
H -4.173 3.255 -0.502 0.7088
N 9.770 -3.607 -0.256 0.0106
C -6.538 4.330 5.769 -0.5387
H 1.346 2.866 2.563 0.4388
H 4.440 -0.764 -0.081 0.3779
C -5.055 2.610 1.441 -0.1453
C -6.121 3.292 -2.575 -0.4855
B -0.821 -0.844 0.870 0.5459
O -0.668 -2.171 1.194 -0.4309
B -0.555 -1.179 -1.320 -0.3137
H -6.032 4.974 6.467 0.4050
O -1.269 -2.907 -3.783 -0.5222
C 9.552 -3.186 -2.416 -0.9339
H -8.106 3.996 2.941 0.4456
H 4.609 -3.936 -2.098 0.3793
H 5.362 -3.120 -0.749 0.0734
H -8.488 4.711 -4.292 0.3756
N 3.325 -3.591 -0.463 -0.1544
C 8.431 -3.443 -0.485 -0.6227
H -3.423 -1.078 -3.179 0.2937
H 5.800 -0.635 -1.184 0.4840
C 2.525 1.034 2.658 -0.5514
C -4.224 0.529 1.266 -0.6274
H 7.321 -3.008 -2.313 0.4342
H 4.319 0.234 -1.518 0.4776
```

Values from the calculation:
E_LUMO in eV: -0.013
HOMO level in eV: -8.111
Net charge: 0
E in Eh: -2006.89980
HOMO-LUMO gap in eV: 8.1

No. 2
Below is a molecular structure, C25H40CaCl8FN3O11PS2 in a non-equilibrium geometry, with properties calculated with ωB97M-V/def2-TZVPD.

Structure (XYZ):
```
92
Properties=species:S:1:pos:R:3:mulliken_charge:R:1
H -1.297 -1.189 3.551 -0.3272
S 2.615 -1.356 -0.933 -0.5099
H -0.677 -3.568 2.936 0.4418
H -3.850 0.189 0.690 0.4486
H 1.292 3.198 -2.849 0.0774
O 5.520 3.792 -2.577 -0.6099
H -1.000 0.911 1.142 0.0266
H 1.645 -2.269 -1.187 -0.0916
H 3.617 2.655 -1.766 0.3663
C -2.870 6.163 -5.554 -0.9308
C -2.012 -3.036 -2.188 0.5023
Ca 2.472 -4.775 -0.309 0.7255
C 3.545 1.648 -1.361 -1.4065
O 3.751 0.703 -8.883 -0.6360
H 3.690 0.950 -2.188 0.5922
H -2.236 7.041 -5.468 0.2951
H 0.797 3.366 -4.532 0.4357
H 6.008 4.555 -2.257 0.2789
Cl 4.192 -4.857 -2.534 -0.1341
H -1.660 -2.396 4.744 0.4073
N 5.106 0.349 -0.020 -0.4676
S -1.878 4.720 -5.316 1.2296
C 0.772 -0.077 4.779 -0.5184
O -1.319 5.121 -3.891 -0.2855
C 0.565 -0.066 0.221 -0.6245
C 1.475 2.572 -0.205 -0.6462
C 2.220 1.448 -0.663 0.2023
O 3.477 -0.072 -6.535 -0.3630
H 2.607 -1.276 4.924 0.2825
H 1.340 4.784 -3.650 0.2732
C 3.450 -4.257 -4.059 -0.1298
F -2.503 1.099 2.703 -0.3119
C -0.826 -1.873 4.261 0.0189
H 4.823 2.387 0.283 0.3484
H 0.272 0.488 3.988 0.1447
O -2.738 3.587 -5.185 -0.6353
H -0.237 3.206 0.814 0.4016
Cl -0.672 -4.917 -2.877 -0.1835
N -0.137 1.049 0.655 0.4371
O 5.531 -0.715 -7.824 -0.6432
C -3.680 0.452 2.804 0.4193
O -2.432 -3.297 -3.324 -0.6593
C 0.780 3.851 -3.556 -0.7328
Cl -5.014 -4.207 -1.172 0.0100
H -0.610 4.520 -2.076 0.1720
H -6.013 -1.009 0.876 0.5717
C -5.444 -0.406 4.159 -0.4681
Cl 4.280 -2.825 -4.631 -0.0238
H 6.141 3.059 -2.501 0.3169
H -0.483 -2.526 6.731 0.4446
H 5.748 0.449 0.765 0.1683
H 1.074 -1.722 8.402 0.4453
H 2.087 -0.953 3.263 0.1026
C 4.585 1.477 -0.286 -0.1046
C 0.305 2.349 0.447 -0.8349
O 3.272 -1.718 -8.410 -0.6144
H 1.154 -2.564 6.088 0.2906
O -0.819 4.745 -6.269 -0.5966
H -3.296 6.104 -6.553 0.3589
N -0.146 -1.089 5.282 0.2725
C 0.337 -1.888 6.387 -0.3982
C -6.088 -0.861 3.017 -0.5371
H -7.036 -1.378 3.101 0.4682
H 1.819 3.583 -0.361 0.4668
Cl -7.399 -5.380 -0.017 -0.1634
H 0.609 -3.531 4.132 0.2849
C 2.144 -0.536 4.267 -0.8855
O -0.764 -3.473 -1.758 -0.2554
O -2.686 -2.421 -1.328 -0.6037
P 4.016 -0.464 -7.921 0.7728
C -4.227 0.252 4.056 -0.3704
C -5.730 -4.820 0.293 0.3259
C -5.517 -0.655 1.765 -0.7252
H -3.704 0.609 4.933 0.4021
H 2.819 0.321 4.214 0.3922
H 1.684 -0.461 7.339 0.2935
C 1.735 0.105 -0.433 0.4036
C -0.005 -2.905 3.484 -1.0750
H 0.638 -2.431 2.743 0.0694
Cl -4.772 -6.169 0.924 -0.1386
C 0.803 -1.059 7.577 -1.4432
H 0.934 0.659 5.574 0.3889
H 0.203 -1.061 0.420 0.3343
Cl -5.769 -3.510 1.484 -0.0736
H -3.659 6.175 -4.807 0.2945
Cl 1.722 -4.009 -3.768 -0.0153
H -5.890 -0.564 5.133 0.3738
C -0.633 4.117 -3.087 -0.3347
H 3.571 -5.029 -4.807 0.3765
C -4.307 0.012 1.656 -0.3100
H -1.218 3.198 -3.054 0.3426
H 0.012 -0.392 7.925 0.3198
```

Values from the calculation:
E_LUMO in eV: 4.335
HOMO level in eV: 2.606
Net charge: -3
E in Eh: -7564.87088
HOMO-LUMO gap in eV: 1.7
Relative energy (zero: lowest compared OMol25 entry of this formula, charge and spin) in eV: 0.000

No. 3
Below is a molecular structure, C25H40Cl4DyN3O3Si in a non-equilibrium geometry, with properties calculated with ωB97M-V/def2-TZVPD.

Structure (XYZ):
```
77
Properties=species:S:1:pos:R:3:mulliken_charge:R:1
H 3.173 -1.274 -3.223 0.4031
O -0.317 -1.147 -1.346 0.0183
H -1.953 5.743 1.968 0.2841
H -0.611 -1.835 6.114 0.4298
H 1.323 -4.768 1.914 0.3350
H -1.317 6.405 3.514 0.3300
C -1.318 -0.475 4.607 -0.1255
C -1.920 -3.819 2.392 -0.6454
H -0.081 -3.970 -4.332 0.3763
H -0.527 6.840 1.960 0.3300
H 0.487 -5.384 -3.409 0.3974
N 2.857 -1.842 -1.250 0.3783
C -0.574 3.721 2.134 0.3503
H -0.629 -5.218 3.414 0.4067
C 0.230 -3.375 0.674 0.6207
H 1.657 4.082 3.231 0.2194
H -0.889 -1.222 -3.579 0.1232
C -1.663 -1.980 -3.372 -1.6265
H -2.566 -1.413 -3.107 0.3075
C -0.991 -2.752 0.427 0.3593
Si -0.441 3.243 -2.800 0.3382
C -1.242 2.952 -4.448 -1.0566
H -2.975 -2.379 1.136 0.3416
C -0.351 -4.688 -3.542 -1.7528
H -1.120 5.107 -1.470 0.3263
H 3.008 -2.101 0.793 0.3861
C 2.648 -1.412 -0.006 -0.1804
C -1.052 6.050 2.510 -0.9197
C -0.683 -4.017 -2.260 0.1381
H 1.515 4.024 -4.085 0.3064
H -1.523 3.977 -4.759 0.3351
C 0.690 -1.754 4.370 -0.7901
H -2.148 2.330 -4.408 0.3073
Dy 0.595 1.316 0.630 0.2370
H -2.776 -3.999 3.039 0.4212
H -1.559 3.657 1.634 0.3574
H 1.408 -2.504 4.694 0.4499
C 1.107 5.030 3.274 -0.8903
H 1.674 5.812 2.758 0.3237
C -0.421 -1.404 5.130 -0.3189
N 0.040 -0.228 2.636 0.6184
H -1.686 3.630 -0.610 -0.0943
H -0.399 -4.549 -1.347 0.5585
H 0.947 5.334 4.315 0.3407
C -1.076 0.077 3.340 -0.4116
H 1.782 -1.355 2.536 0.0685
C 0.892 -1.125 3.136 0.0451
H 1.951 3.736 -2.362 0.1989
H -1.852 -2.582 -4.259 0.4891
O 2.107 -0.308 0.272 -0.1652
C -1.555 4.102 -1.590 -0.6756
H 1.059 -3.210 -0.024 0.3839
H 3.957 -3.573 -0.723 0.3039
C -2.035 -2.919 1.326 -0.5074
Cl -2.140 1.367 0.488 -0.5984
C -0.721 -4.502 2.596 -0.6712
C 3.322 -3.204 -1.543 -0.8475
C 1.180 4.111 -3.044 -0.9331
H -2.547 4.202 -2.049 0.3684
H 1.469 -1.136 -2.661 0.0807
H -1.215 -5.270 -3.894 0.3306
Cl 2.469 2.992 0.035 -0.5797
O 0.194 2.706 2.232 -0.3282
H -1.774 0.769 2.879 0.5040
C -1.267 -2.811 -2.193 0.3337
H 2.477 -3.898 -1.679 0.2467
H 2.686 0.060 -2.102 0.3089
Cl 0.156 1.300 -1.916 0.1628
C 0.364 -4.256 1.749 -1.1119
H 3.896 -3.177 -2.475 0.3186
H -2.247 -1.489 -0.812 0.1870
H -0.537 2.550 -5.189 0.3038
C 2.525 -0.989 -2.385 -0.8358
Cl -2.693 0.023 5.487 -0.2424
H 0.998 5.171 -2.821 0.3419
C -1.258 -1.984 -0.891 -0.3075
N -0.195 4.882 2.622 0.1842
```

Values from the calculation:
E_LUMO (spin up / spin down) in eV: 0.222 / 0.224
HOMO level (spin up / spin down) in eV: -6.045 / -6.050
Spin multiplicity: 6
Net charge: 0
E in Eh: -4382.10611
HOMO-LUMO gap (spin up / spin down) in eV: 6.3 / 6.3
Relative energy (zero: lowest compared OMol25 entry of this formula, charge and spin) in eV: 2.370